1.
Density functional theory data (ωB97M-V/def2-TZVPD) for a cluster of 10 separate species, C89H64F24O15S2 in total.

Each line ends with the Mulliken charge.
Cartesian coordinates (Å):
1 H 0.845 -28.525 -8.847  0.43
2 C 0.517 -21.793 -9.761  0.72
3 F 3.113 -22.935 -15.179  -0.25
4 H -7.722 -33.051 -16.501  0.63
5 H -3.226 -27.939 -14.323  0.34
6 C 2.765 -19.428 -19.466  -0.29
7 H 1.734 -28.654 -14.755  0.12
8 H -2.225 -21.869 -13.200  0.53
9 F 3.436 -22.388 -13.152  -0.30
10 C -14.348 -31.971 -14.280  -0.39
11 F 3.577 -28.105 -14.708  -0.21
12 C -4.950 -36.081 -11.253  0.32
13 F 2.546 -25.902 -16.487  -0.26
14 C -4.722 -36.516 -22.192  -0.69
15 H -7.492 -32.425 -12.681  0.26
16 H -0.685 -33.465 -13.179  0.51
17 F 1.420 -22.740 -9.830  -0.20
18 C 1.879 -26.662 -15.645  0.81
19 C 3.338 -31.360 -11.924  -0.19
20 O -2.729 -35.047 -20.782  -0.67
21 H 1.640 -17.772 -18.868  0.41
22 F -2.925 -26.990 -10.683  -0.14
23 C -5.720 -37.351 -22.807  -0.41
24 C -8.849 -28.869 -11.400  -0.84
25 C 3.687 -33.661 -10.089  0.42
26 H -7.723 -39.403 -14.441  0.43
27 O -6.280 -28.940 -12.333  -0.35
28 H -0.965 -25.538 -7.688  -0.01
29 H -13.519 -29.886 -14.089  0.51
30 C -0.072 -21.848 -17.266  0.53
31 H -9.247 -28.635 -10.413  0.50
32 H -6.490 -29.283 -15.205  0.44
33 C -2.195 -24.946 -11.514  0.51
34 C -0.250 -21.706 -8.372  0.74
35 C 4.689 -32.519 -10.174  0.31
36 C -1.949 -19.862 -13.854  -0.95
37 C -7.125 -38.682 -13.903  -0.81
38 F -1.865 -24.252 -12.594  -0.15
39 H 3.617 -21.295 -20.125  0.41
40 C -6.902 -37.683 -22.148  -0.62
41 C -6.728 -32.773 -12.002  0.54
42 H -7.666 -38.278 -22.625  0.37
43 F 1.607 -24.117 -12.262  -0.24
44 F 0.841 -22.642 -13.545  -0.27
45 O -4.046 -36.573 -10.562  -0.68
46 C -3.768 -35.379 -20.173  0.52
47 F -3.749 -30.579 -14.722  -0.29
48 H 5.922 -33.373 -8.652  0.39
49 C -3.373 -27.957 -13.243  -1.06
50 O -7.001 -36.938 -17.888  -0.63
51 H -6.717 -30.988 -10.894  -0.05
52 H -12.690 -34.659 -15.462  0.47
53 H -1.363 -22.936 -15.185  0.68
54 C -4.838 -36.236 -20.809  0.39
55 C 1.203 -32.420 -12.732  -0.91
56 C -10.426 -32.896 -15.737  0.60
57 H 3.120 -26.455 -10.635  0.49
58 C 0.255 -33.491 -12.647  -0.53
59 C 5.742 -32.494 -9.253  -0.54
60 C -2.661 -24.299 -6.958  1.08
61 H -8.667 -29.943 -11.367  0.15
62 C 4.533 -31.442 -11.008  0.42
63 F 0.627 -26.719 -16.187  -0.34
64 H -9.677 -28.665 -12.079  0.32
65 O -7.749 -34.540 -14.094  -0.60
66 C -6.119 -36.361 -18.571  0.32
67 C 2.701 -27.450 -10.786  -1.30
68 F -3.369 -24.411 -5.834  -0.35
69 H -1.219 -22.782 -6.067  0.35
70 H -4.711 -38.882 -11.599  0.45
71 F 0.382 -21.322 -7.326  -0.29
72 H -1.429 -18.012 -14.753  0.43
73 F -2.919 -31.642 -12.917  -0.18
74 C -6.987 -37.373 -20.797  -0.29
75 O 3.101 -30.373 -12.666  -0.61
76 C -1.860 -22.908 -6.940  -0.88
77 S 0.841 -27.235 -10.924  1.03
78 H -7.776 -26.878 -9.842  0.51
79 C 0.370 -28.641 -9.821  -1.25
80 F 2.562 -28.884 -16.427  -0.33
81 H 1.827 -22.599 -19.166  0.45
82 F -1.162 -20.755 -8.527  -0.32
83 F -4.247 -25.804 -11.961  -0.32
84 C -0.752 -21.144 -16.136  0.29
85 C -1.390 -19.080 -14.907  -0.54
86 C -3.592 -30.627 -13.381  0.74
87 C -8.664 -29.651 -14.924  -1.09
88 C -9.346 -31.859 -15.664  -0.07
89 H -1.272 -25.219 -11.003  -0.43
90 H -5.194 -32.022 -9.134  0.44
91 C 1.725 -18.846 -18.785  -0.79
92 C -7.090 -35.002 -13.180  0.05
93 F -2.709 -24.146 -10.641  -0.29
94 O -0.195 -17.643 -17.183  -0.66
95 C 1.534 -23.727 -13.490  1.42
96 H 2.941 -27.997 -9.874  0.47
97 C -1.842 -21.226 -13.978  -0.29
98 H 5.405 -29.529 -11.589  0.47
99 O 3.668 -34.566 -9.162  -0.81
100 H -4.953 -33.288 -15.294  0.57
101 O -11.384 -29.073 -14.435  -0.75
102 H -14.846 -34.040 -14.610  0.39
103 H -3.839 -36.108 -22.662  0.46
104 C 0.935 -21.005 -17.991  0.53
105 C -4.608 -33.770 -16.197  -0.75
106 O 0.483 -26.096 -9.994  -0.86
107 C -7.455 -37.358 -13.831  -0.36
108 O -2.509 -26.946 -12.809  -0.11
109 C -0.765 -19.690 -16.055  0.02
110 F -2.894 -29.526 -11.436  -0.28
111 H -4.591 -34.350 -9.244  0.45
112 C -6.971 -27.555 -10.128  -0.88
113 H 1.813 -35.630 -10.563  0.38
114 C -2.987 -26.143 -11.685  0.96
115 H 1.007 -24.277 -15.391  0.47
116 H -6.044 -31.159 -16.229  0.64
117 H -6.980 -28.491 -9.570  0.29
118 C 0.594 -34.680 -11.991  -0.62
119 C -5.381 -34.781 -16.753  -0.02
120 H -2.657 -22.166 -6.976  0.34
121 H -6.073 -35.025 -15.961  0.60
122 C 0.977 -24.755 -14.412  -0.84
123 H -0.049 -35.548 -12.004  0.43
124 F -1.339 -26.040 -5.914  -0.33
125 C -14.046 -33.315 -14.640  -0.56
126 H -5.642 -37.648 -23.842  0.36
127 C -6.352 -32.002 -10.967  -0.15
128 F -2.596 -26.635 -7.552  -0.24
129 C 1.745 -34.755 -11.193  -0.64
130 O -10.196 -33.967 -16.252  -0.68
131 C -5.210 -35.313 -18.034  -0.38
132 H 7.516 -31.565 -8.455  0.39
133 C -1.301 -21.860 -15.115  -0.58
134 C -6.108 -39.175 -13.022  -0.37
135 C -7.306 -29.986 -15.130  -0.46
136 H -0.084 -24.887 -14.200  0.01
137 C -5.508 -34.683 -11.193  0.63
138 C 1.918 -21.574 -18.838  -0.58
139 H 1.130 -31.472 -13.245  0.55
140 C -1.851 -25.619 -7.058  0.47
141 H 3.610 -24.201 -13.763  0.26
142 O -0.280 -23.001 -17.699  -0.65
143 C 2.443 -28.083 -15.355  0.35
144 F 1.059 -20.684 -10.058  -0.30
145 H 7.160 -29.543 -9.828  0.35
146 C -0.102 -18.870 -17.065  0.32
147 H -15.383 -31.812 -14.018  0.36
148 C -11.766 -32.609 -15.216  0.26
149 H 0.905 -29.480 -10.267  0.28
150 C -12.794 -33.625 -15.166  -0.65
151 C -5.486 -32.569 -10.019  -0.33
152 C -5.133 -33.921 -10.074  -0.88
153 H -6.025 -27.013 -10.113  0.12
154 H -0.699 -28.807 -9.683  0.29
155 C -2.786 -29.382 -12.780  1.23
156 C -13.410 -30.916 -14.394  -0.73
157 H -8.219 -37.090 -14.546  0.42
158 C -6.421 -34.144 -12.158  -0.39
159 H -3.184 -32.353 -16.599  0.52
160 H 3.464 -18.779 -19.972  0.39
161 C -9.628 -30.614 -15.133  0.93
162 C -6.806 -36.468 -13.025  0.23
163 C -8.017 -32.123 -16.033  -0.75
164 H -4.622 -30.766 -13.053  -0.53
165 F -3.602 -24.331 -7.862  -0.24
166 C -12.104 -31.275 -14.792  0.51
167 H -2.483 -33.398 -18.858  0.48
168 O -0.989 -22.953 -8.101  -0.35
169 C -7.025 -31.152 -15.776  -0.83
170 H -2.427 -19.404 -13.000  0.50
171 H -5.991 -40.247 -12.959  0.37
172 F -1.421 -29.485 -13.047  -0.21
173 H 3.145 -27.961 -11.641  0.25
174 C 6.507 -30.384 -10.010  -0.51
175 C -3.660 -33.206 -17.060  -0.22
176 C 2.896 -20.839 -19.463  -0.79
177 C -11.045 -30.238 -14.777  0.42
178 C -4.103 -34.833 -18.808  0.70
179 C -3.317 -33.782 -18.290  -1.19
180 C -5.432 -38.333 -12.187  -0.70
181 C 2.648 -33.640 -11.086  0.32
182 C 2.368 -32.468 -11.896  0.79
183 C 2.973 -23.333 -13.935  -0.03
184 C 6.722 -31.488 -9.183  -0.72
185 H -4.407 -27.695 -13.017  0.27
186 C -6.018 -36.632 -20.075  0.12
187 O 1.604 -26.039 -14.383  -0.28
188 H -0.195 -21.987 -10.563  -0.16
189 S -7.327 -27.964 -11.901  0.33
190 H -7.881 -37.707 -20.293  0.42
191 C 5.405 -30.355 -10.894  -0.57
192 H -8.942 -28.658 -14.602  0.77
193 C -5.765 -36.999 -12.173  0.67
194 C 0.942 -19.615 -17.889  0.57

Cartesian forces (eV/Å) of the 6 atoms listed first:
-0.014 0.608 -0.039
-2.947 -2.648 0.283
-0.583 0.536 -1.841
-0.298 -0.123 -0.044
-0.324 -0.251 -0.173
0.173 -0.916 0.287

Output
**Spin multiplicity**: 2
**Charge**: -1
**LUMO (spin up / spin down)**: -0.1 / -0.1 eV

2.
Density functional theory data (ωB97M-V/def2-TZVPD) for a structure of composition C8F5N3S4SbTc.

Each line ends with the Mulliken charge.
Cartesian coordinates (Å):
1 F -0.311 3.435 2.529  -0.23
2 F -2.768 3.633 1.393  -0.23
3 C 6.168 0.266 -0.979  0.45
4 N 4.885 0.081 -0.814  -0.10
5 S 1.211 -2.010 1.931  -0.02
6 Sb -3.978 -4.657 -2.206  1.33
7 C -2.463 1.615 0.256  0.02
8 S -4.194 -5.375 -0.210  -0.16
9 C -2.006 2.606 1.125  0.69
10 Tc 1.000 -1.028 0.171  0.07
11 F 1.242 1.293 1.965  -0.26
12 F -3.664 1.713 -0.283  -0.25
13 S -3.790 -3.933 -4.203  -0.16
14 N 7.298 0.429 -1.125  -0.27
15 C 3.738 -0.084 -0.644  0.37
16 F -2.159 -0.387 -0.857  -0.27
17 C -1.656 0.537 -0.030  1.14
18 N 2.526 -0.259 -0.488  -0.64
19 S 0.008 -2.194 -1.166  -0.04
20 C -0.746 2.504 1.705  -0.05
21 C -0.379 0.409 0.529  -0.58
22 C 0.036 1.406 1.404  1.22

Cartesian forces (eV/Å) of the 6 atoms listed first:
-0.032 0.014 -0.012
-0.013 0.019 0.007
0.133 0.053 -0.025
-0.183 0.035 -0.005
0.042 0.038 -0.033
-0.165 -0.076 -0.102

Output
**Charge**: +2
**LUMO**: -9.4 eV
**Energy above the lowest of the compared OMol25 structures with the same formula, charge and spin**: 10.3 kcal/mol

3.
Density functional theory data (ωB97M-V/def2-TZVPD) for the molecule C8H10.

Each line ends with the Mulliken charge.
Cartesian coordinates (Å):
1 C 1.958 -0.225 -0.307  -0.47
2 C -2.776 -0.263 -0.129  -0.61
3 H 2.193 2.318 0.311  0.31
4 C -1.692 0.534 0.003  -0.27
5 C -0.291 -1.500 0.269  -1.01
6 H -0.388 -1.823 1.389  0.27
7 H 0.987 -1.608 0.116  0.09
8 C -0.375 -0.006 -0.127  0.76
9 H -1.858 1.740 -0.271  0.15
10 H 3.671 -1.800 -0.197  0.42
11 H -0.966 -2.171 -0.513  0.33
12 C 1.046 2.084 0.177  -1.38
13 C 0.753 0.592 -0.117  0.71
14 H 0.806 2.449 -0.842  0.34
15 H -3.896 -0.148 -0.415  0.26
16 H -2.550 -1.427 -0.210  0.11
17 C 2.974 -1.017 -0.085  -0.46
18 H 0.404 2.269 0.945  0.46

Cartesian forces (eV/Å) of the 6 atoms listed first:
5.804 -3.991 2.122
-0.705 -2.931 -1.011
-2.523 -0.698 0.192
-2.914 3.837 -2.465
2.621 -2.108 -2.094
-0.598 1.095 -2.091

Output
**SMILES string**: C#C/C(C)=C(\C)C=C
**LUMO**: 0.2 eV
**Energy above the lowest of the compared OMol25 structures with the same formula, charge and spin**: 166.8 kcal/mol

4.
Density functional theory data (ωB97M-V/def2-TZVPD) for the molecule C8H10.

Each line ends with the Mulliken charge.
Cartesian coordinates (Å):
1 C 0.295 -1.380 -1.898  -0.32
2 C 0.292 -0.019 0.023  0.60
3 C 0.041 1.988 1.608  -1.23
4 C 1.027 -0.513 -1.003  -0.25
5 H -0.895 -0.837 1.662  0.33
6 H -2.405 -2.264 -0.191  0.28
7 H -1.771 -1.544 -2.595  0.37
8 H 0.873 -1.804 -2.783  0.31
9 C 0.964 1.080 0.761  -0.64
10 C -0.697 -0.875 0.573  -0.60
11 C -1.605 -1.446 -0.426  -0.33
12 H -0.759 2.427 0.971  0.31
13 H 1.707 0.737 1.502  0.28
14 H 0.543 2.911 2.003  0.35
15 H 1.567 1.697 0.065  0.38
16 H -0.240 1.503 2.519  0.33
17 C -1.081 -1.354 -1.758  -0.47
18 H 2.145 -0.307 -1.033  0.30

Cartesian forces (eV/Å) of the 6 atoms listed first:
2.214 2.002 -1.213
1.424 -0.803 2.797
0.617 1.739 -1.026
0.048 -1.989 -2.058
-0.139 -0.051 -0.880
1.130 2.273 -0.419

Output
**SMILES string**: CCc1ccccc1
**LUMO**: 0.5 eV
**Energy above the lowest of the compared OMol25 structures with the same formula, charge and spin**: 63.6 kcal/mol

5.
Density functional theory data (ωB97M-V/def2-TZVPD) for the molecule C8H10.

Each line ends with the Mulliken charge.
Cartesian coordinates (Å):
1 H -1.470 -1.121 -0.206  0.15
2 H 1.102 2.631 -0.083  0.29
3 C 0.188 -0.956 -1.428  0.20
4 H -1.540 -2.370 -1.563  0.42
5 C 0.434 0.492 -0.949  -0.52
6 C -0.963 -1.807 -0.897  -1.09
7 H -2.258 -0.407 2.730  0.31
8 H 0.688 1.200 -1.646  0.46
9 H 0.352 -1.070 -2.511  0.41
10 C 0.933 2.014 0.873  -1.26
11 H 0.705 2.592 1.729  0.41
12 H 1.719 -1.127 0.177  0.37
13 C -1.916 0.143 1.899  -0.22
14 C -0.889 0.255 1.230  -0.59
15 C 1.384 -0.585 -0.672  -0.64
16 H 1.844 1.616 1.158  0.32
17 H -0.337 -2.435 -0.247  0.27
18 C 0.022 0.936 0.406  0.73

Cartesian forces (eV/Å) of the 6 atoms listed first:
-0.700 -0.944 -0.619
0.022 -0.344 1.766
-0.314 0.498 -1.440
-0.786 -0.451 -1.065
-0.746 -1.374 1.969
2.787 1.350 2.485

Output
**LUMO (spin up / spin down)**: -0.3 / 0.1 eV
**Energy above the lowest of the compared OMol25 structures with the same formula, charge and spin**: 170.8 kcal/mol

6.
Density functional theory data (ωB97M-V/def2-TZVPD) for a structure of composition C8H10AlBrI.

Each line ends with the Mulliken charge.
Cartesian coordinates (Å):
1 H 1.241 -0.838 -1.496  0.06
2 C 0.001 -0.260 0.146  0.67
3 H -3.029 1.055 -0.694  0.35
4 Al 3.014 -0.167 0.098  0.45
5 H -1.232 0.724 3.181  0.39
6 C 1.236 -0.921 -0.407  -0.90
7 C -2.268 0.980 1.306  -0.48
8 C -0.089 -0.021 1.529  -0.38
9 C -1.145 -0.088 -2.148  -1.61
10 H 3.146 1.393 -0.184  -0.28
11 C -1.088 0.137 -0.657  0.93
12 I 3.762 -0.751 2.516  -0.41
13 H -0.958 0.844 -2.684  0.29
14 H -3.142 1.444 1.745  0.37
15 H 1.213 -1.994 -0.195  0.37
16 H -0.431 -0.829 -2.492  0.42
17 H -2.141 -0.430 -2.433  0.38
18 Br 4.582 -1.284 -1.342  -0.50
19 H 0.719 -0.349 2.168  0.11
20 C -1.197 0.588 2.108  -0.70
21 C -2.193 0.765 -0.066  -0.53

Cartesian forces (eV/Å) of the 6 atoms listed first:
0.108 -0.052 -0.020
-0.112 0.124 0.125
-0.007 0.017 -0.047
0.109 -0.045 -0.408
0.003 0.059 0.027
-0.151 0.056 0.021

Output
**Charge**: -1
**LUMO**: 3.0 eV
**Energy above the lowest of the compared OMol25 structures with the same formula, charge and spin**: 0.0 kcal/mol

7.
Density functional theory data (ωB97M-V/def2-TZVPD) for the molecule C8H10BN.

Each line ends with the Mulliken charge.
Cartesian coordinates (Å):
1 H 2.430 -0.444 -1.278  0.27
2 H -1.289 -1.958 2.286  0.26
3 N 1.871 -1.592 0.528  -0.77
4 B -0.432 -1.250 0.510  0.08
5 C 0.973 0.628 -0.373  0.48
6 C -0.290 0.160 0.042  0.63
7 H 2.121 2.213 -1.050  0.44
8 C -0.010 2.721 -1.039  -0.39
9 H -1.719 -3.167 0.981  0.28
10 H -0.060 3.581 -1.605  0.41
11 C 2.095 -0.322 -0.165  -0.44
12 C 1.143 1.919 -0.776  -0.82
13 H -2.456 -1.339 1.038  0.22
14 H -2.331 0.424 0.004  0.22
15 H 1.828 -2.443 -0.068  0.23
16 C -1.298 2.219 -0.783  -0.75
17 C -1.408 0.946 -0.207  -0.41
18 H 3.056 0.108 0.201  0.36
19 C -1.563 -2.052 1.173  -0.68
20 H -2.105 2.857 -1.096  0.38

Cartesian forces (eV/Å) of the 6 atoms listed first:
-0.412 -0.390 1.308
-0.355 -0.178 -1.340
-4.140 0.435 -0.202
3.296 -0.795 0.718
-0.273 -0.597 2.560
0.214 0.303 -1.086

Output
**LUMO (spin up / spin down)**: -0.2 / -0.2 eV
**Energy above the lowest of the compared OMol25 structures with the same formula, charge and spin**: 63.2 kcal/mol